Entry 1:
The following is a DFT calculation (ωB97M-V/def2-TZVPD) of 8 unconnected molecules or ions with the total composition C32H88N8O8 in a non-equilibrium geometry.

The geometry in XYZ format:
```
136
Properties=species:S:1:pos:R:3:forces:R:3:lowdin_charge:R:1
O -4.079 -0.165 -3.758 -0.24 0.23 0.13 -0.2057
O -3.331 -4.975 -4.134 0.11 0.34 -0.26 -0.1935
O -0.724 -0.561 -0.904 -0.34 -0.22 0.27 -0.1879
O 4.111 1.144 4.487 0.30 -0.50 -0.96 -0.1462
O -0.724 2.846 5.231 -0.10 -0.20 0.13 -0.1716
O 0.863 -5.940 2.516 0.28 -0.41 0.26 -0.1913
O 4.881 3.561 -0.419 -0.52 -0.38 -0.33 -0.1906
O -1.023 1.254 -6.296 -0.05 0.21 -0.12 -0.1794
N -1.376 -0.908 2.654 -0.58 -0.71 0.23 0.0551
N -6.973 -1.432 -5.730 0.30 0.08 0.68 0.0294
N 4.051 3.976 6.819 0.45 0.67 0.33 0.0391
N -1.607 -7.738 -2.448 -0.39 -0.01 0.32 0.0321
N -2.218 1.757 -9.075 0.32 -0.25 -0.13 0.0344
N 1.394 3.064 8.241 0.34 -0.39 -0.05 0.0423
N 7.214 3.370 -1.832 -0.26 0.33 0.58 0.0329
N -0.405 -6.084 5.009 0.01 0.01 -0.31 0.0370
C -5.264 -0.900 -4.013 0.65 -0.16 -0.73 -0.2061
C -2.144 -6.395 -2.674 0.41 -0.13 -0.64 -0.4373
C 1.981 -5.969 1.663 -0.28 -0.29 -0.32 -0.1045
C -0.885 3.844 7.923 -0.24 -0.43 -1.23 -0.0625
C -0.797 0.807 -4.985 -0.10 0.01 0.38 -0.1194
C 2.953 1.425 3.759 -0.82 -0.27 -0.45 -0.1282
C 7.030 4.477 -0.843 0.51 -0.70 -1.46 -0.4215
C -5.823 0.675 -5.897 0.24 0.96 1.00 -0.0703
C 5.646 3.737 4.906 0.39 -0.30 -0.26 -0.0545
C 0.782 -4.769 3.266 -0.37 1.21 -0.39 -0.2430
C 6.587 5.769 -1.523 -0.57 0.12 0.73 -0.0685
C -0.591 -1.462 -1.990 1.18 0.68 -0.19 -0.0979
C -0.566 3.177 3.883 0.45 0.26 -0.46 -0.1185
C -0.956 -0.225 1.462 -0.03 0.99 0.14 -0.4398
C -0.592 -3.641 5.055 0.18 0.34 -0.81 -0.0553
C 4.204 1.805 5.690 0.03 0.69 1.45 -0.2271
C 0.337 0.569 1.626 0.50 -0.17 -0.31 -0.0579
C -2.970 -6.313 -3.948 -0.22 -0.87 -0.09 -0.2420
C 4.154 2.647 0.372 0.55 0.25 1.18 -0.0988
C -4.008 -4.648 -5.326 -0.70 -0.31 0.43 -0.0890
C -0.955 -5.459 -2.829 0.57 0.04 0.10 -0.0634
C -3.987 0.311 -2.431 -0.16 -0.22 0.15 -0.1050
C 6.064 3.984 0.205 0.30 0.72 0.48 -0.2362
C -0.440 -4.863 4.167 0.52 -1.01 0.93 -0.4238
C -3.743 3.196 -7.864 -0.18 0.65 -0.75 -0.0676
C -2.385 1.551 -6.579 0.80 -0.11 0.17 -0.2100
C 0.456 3.072 5.969 -0.05 0.24 0.23 -0.2205
C -5.663 -0.746 -5.477 -1.25 -1.35 -0.55 -0.4420
C 4.323 3.320 5.545 0.33 0.13 -0.45 -0.4451
C 0.194 2.861 7.453 -0.87 0.52 0.24 -0.4450
C -2.425 2.439 -7.798 -0.46 0.37 -0.66 -0.4373
C -0.889 -1.224 0.332 0.17 -0.15 0.01 -0.2220
H 5.084 1.424 6.218 0.07 -0.06 -0.16 0.1366
H 0.784 4.120 5.854 0.07 -0.08 -0.17 0.1329
H -1.201 -4.463 -3.188 -0.27 0.06 0.36 0.0631
H 0.208 1.100 -4.678 0.10 -0.17 -0.20 0.0878
H -1.783 -1.858 0.360 -0.03 0.07 -0.15 0.1293
H 4.107 4.982 6.665 -0.43 -0.06 -0.11 0.0831
H 2.924 -5.783 2.184 -0.06 0.18 0.10 0.0884
H 2.942 0.802 2.867 0.27 -0.04 0.01 0.0796
H -4.806 1.002 -2.194 0.07 0.05 -0.10 0.0907
H -6.936 -2.374 -5.342 0.05 0.00 -0.21 0.0599
H -1.481 1.288 -4.273 -0.06 -0.09 -0.09 0.0771
H -0.097 -2.386 -1.676 -0.37 -0.20 0.03 0.0803
H 2.021 -6.975 1.248 0.02 0.06 -0.12 0.0900
H 6.554 3.198 0.793 -0.24 -0.23 -0.14 0.1244
H -1.806 3.623 7.377 -0.05 -0.09 0.18 0.0736
H -3.031 0.817 -2.327 0.02 0.01 0.04 0.0775
H 6.443 6.555 -0.770 0.33 0.08 -0.17 0.0757
H -6.114 -0.586 -3.397 0.16 0.08 0.20 0.1286
H -4.953 1.253 -5.587 0.14 -0.06 -0.37 0.0547
H 1.831 -5.247 0.853 0.28 0.02 -0.03 0.0865
H -2.791 -6.129 -1.839 0.20 0.12 0.19 0.1429
H -0.534 -2.769 4.398 -0.19 0.06 0.32 0.0414
H 2.220 2.874 7.682 0.03 -0.02 0.18 0.0115
H 5.825 3.207 3.963 -0.22 0.09 0.01 0.0736
H -2.931 0.619 -6.781 -0.17 0.10 0.15 0.1278
H 5.837 4.817 0.890 0.01 -0.14 0.08 0.1288
H 3.543 3.641 4.846 -0.10 0.05 0.28 0.1178
H -1.637 3.193 -7.748 0.15 -0.15 0.29 0.1413
H -3.364 -4.660 -6.207 0.06 -0.06 -0.01 0.0940
H -1.084 3.741 8.983 0.19 0.36 0.16 0.0779
H 0.233 -3.527 5.761 -0.03 -0.26 0.10 0.0837
H -1.117 -8.074 -3.269 0.00 0.03 -0.02 0.0679
H 7.701 3.722 -2.647 -0.02 -0.03 -0.02 0.0612
H -4.041 -0.511 -1.705 0.13 0.01 -0.05 0.0913
H -0.768 -1.625 3.012 0.27 0.12 -0.15 0.0345
H 0.630 -3.903 2.582 0.05 -0.16 0.08 0.1196
H -1.754 -0.359 3.407 0.16 0.26 -0.06 0.0776
H -0.919 -0.278 -4.895 0.01 0.02 0.01 0.0819
H 1.258 2.411 5.611 -0.10 0.16 0.13 0.0904
H -0.383 -5.429 -1.901 -0.07 0.20 0.03 0.0727
H -1.512 -1.632 -2.548 -0.17 -0.14 0.25 0.0820
H 6.517 3.493 5.524 -0.19 0.05 0.23 0.0815
H -4.614 2.560 -7.710 -0.01 0.03 0.31 0.0552
H 0.138 -0.972 -2.645 -0.26 -0.13 -0.29 0.0843
H -4.440 -3.660 -5.176 0.27 0.15 -0.14 0.0586
H -1.442 2.860 3.321 -0.09 -0.06 0.10 0.0924
H -0.250 1.869 7.597 0.47 -0.20 0.02 0.1374
H -2.813 2.060 -5.707 -0.15 -0.05 -0.05 0.1168
H 0.537 1.244 0.790 -0.28 0.07 0.02 0.0833
H -1.543 -3.631 5.579 -0.01 -0.04 0.07 0.0835
H 2.854 2.466 3.425 0.17 -0.06 0.11 0.0775
H -3.858 -6.967 -3.903 -0.05 0.21 0.19 0.1267
H -4.997 -1.316 -6.132 0.48 0.38 0.17 0.1321
H -3.866 3.624 -8.865 0.15 -0.24 -0.05 0.0772
H -0.261 -5.845 -3.588 -0.17 -0.25 0.04 0.0837
H 1.210 -0.096 1.643 -0.13 -0.10 0.28 0.0775
H 4.825 3.865 7.476 -0.06 -0.56 -0.14 0.0886
H -3.751 4.085 -7.230 -0.15 -0.40 0.47 0.0802
H -1.295 -4.985 3.498 -0.10 0.19 0.10 0.1407
H 1.716 -4.541 3.801 -0.06 -0.33 0.23 0.1326
H -2.900 1.024 -9.239 -0.09 0.07 0.14 0.0709
H 6.282 3.089 -2.121 0.09 -0.06 -0.18 0.0608
H -4.873 -5.313 -5.463 0.22 -0.12 -0.22 0.0924
H 4.808 1.806 0.633 -0.28 -0.23 -0.21 0.0950
H 0.321 2.688 3.448 -0.23 0.22 0.19 0.0516
H 5.666 4.809 4.701 -0.02 0.00 0.01 0.0754
H 8.024 4.594 -0.403 -0.18 0.29 0.32 0.1325
H 0.237 -6.001 5.790 -0.01 0.34 -0.03 0.0650
H 7.298 6.086 -2.282 0.05 0.10 0.01 0.0709
H 3.224 2.326 -0.084 0.16 0.04 -0.47 0.0851
H -7.685 -0.968 -5.165 0.00 0.06 -0.18 0.0651
H 1.504 4.036 8.504 -0.20 0.03 -0.04 0.0653
H -2.354 -6.782 -4.740 -0.02 0.68 -0.26 0.1289
H -0.034 -6.848 4.450 -0.21 0.00 -0.05 0.0604
H -0.008 -1.869 0.516 -0.16 -0.07 -0.06 0.1236
H 5.597 5.653 -1.972 0.12 -0.21 -0.19 0.0786
H -6.042 0.820 -6.947 -0.07 -0.11 -0.10 0.0800
H -2.349 -8.395 -2.235 0.06 -0.03 -0.04 0.0693
H -0.433 4.259 3.738 -0.07 -0.02 0.10 0.0965
H -0.614 4.841 7.560 0.09 0.20 0.68 0.0819
H -5.033 -1.962 -3.858 -0.34 -0.01 0.39 0.1139
H -1.306 1.314 -9.101 -0.03 0.02 0.08 0.0704
H 2.033 1.170 4.307 0.27 -0.02 0.09 0.0824
H 3.891 3.105 1.342 -0.04 0.06 -0.18 0.0752
H 0.285 1.141 2.553 0.14 -0.23 -0.24 0.0306
H -1.728 0.525 1.249 -0.15 -0.26 -0.20 0.1440
H 3.352 1.582 6.353 -0.08 -0.01 -0.21 0.1156
H -6.617 1.109 -5.272 -0.23 -0.03 -0.36 0.0931
```
Positions in Å, forces in eV/Å.

* energy relative to the best compared isomer or geometry (same formula, charge and spin): 37.1 kcal per mole
* E_HOMO: -9.02 eV
* strongest force on any atom: 0.0373 Eh/bohr
* charge: 0
* gap between HOMO and LUMO: 9.51 eV
* SMILES: COC[C@H](C)N.COC[C@H](C)N.COC[C@H](C)N.COC[C@H](C)N.COC[C@H](C)N.COC[C@H](C)N.COC[C@H](C)N.COC[C@H](C)N
* LUMO energy: 0.488 eV


Entry 2:
The following is a DFT calculation (ωB97M-V/def2-TZVPD) of a single C12H20N4O6 molecule in a non-equilibrium geometry.

The geometry in XYZ format:
```
42
Properties=species:S:1:pos:R:3:forces:R:3:lowdin_charge:R:1
O 0.265 2.570 -0.981 2.06 1.94 1.04 -0.0274
O 0.173 0.667 1.042 0.66 2.54 -0.24 0.0272
O 0.335 -3.605 -1.679 2.30 1.03 0.88 0.0926
O 4.076 -3.006 1.204 0.11 -0.16 -0.10 0.0597
O 1.633 -1.988 -0.609 -0.41 -0.95 -0.43 0.0360
O -2.734 5.150 1.387 0.70 -1.14 -1.44 -0.0009
N 3.268 -1.041 1.818 -2.60 -0.36 -1.18 0.1936
N -0.915 1.944 -1.198 -0.16 -3.91 -2.11 -0.2005
N -0.775 -1.217 0.722 -0.94 -0.06 -0.48 0.1057
N -1.349 3.424 1.699 -0.53 0.92 0.65 0.1717
C 3.120 -2.242 1.199 2.34 -1.10 1.08 -0.4780
C 0.411 -0.025 -2.268 2.45 1.75 1.24 -0.1383
C 1.882 -2.818 0.579 -2.11 1.02 0.54 -0.1583
C -2.391 3.763 -0.539 -0.60 2.45 -0.84 -0.1286
C -2.262 2.337 -0.800 -0.27 -1.20 -1.12 -0.1997
C 0.898 -2.510 -1.628 -3.30 -0.56 0.97 -0.4361
C -0.163 -1.890 1.859 -0.03 0.17 0.99 -0.1757
C -0.459 0.007 0.236 1.32 -1.08 0.66 -0.3593
C 0.608 -3.089 1.489 1.34 -1.41 -1.34 -0.1099
C 0.331 -1.491 -2.612 0.73 -0.15 -0.23 -0.0900
C -0.665 0.490 -1.294 -0.29 0.22 2.21 -0.1751
C -2.139 4.181 0.871 -1.15 2.09 3.61 -0.5099
H -3.445 4.084 -0.780 1.13 -0.14 0.42 0.1493
H -0.960 -1.808 -0.019 -1.09 -1.94 -1.47 0.0949
H -0.743 -1.739 -2.700 0.66 -0.39 -0.41 0.1347
H 0.561 -1.230 2.323 -0.51 0.49 0.40 0.1090
H 0.914 -1.759 -3.525 -0.87 0.61 0.15 0.1467
H 4.194 -0.841 2.154 -0.14 0.42 -0.06 0.1194
H 0.874 -3.679 2.415 0.29 0.90 -0.88 0.1528
H 0.216 0.600 -3.132 0.26 -0.03 -0.44 0.1250
H -2.622 1.880 0.116 -0.11 -0.93 0.19 0.1183
H 0.832 2.125 -0.284 -1.56 0.35 -0.38 0.1177
H 2.109 -3.793 0.297 1.04 -1.41 -0.94 0.1236
H 0.004 -3.834 0.935 0.11 0.51 0.01 0.1234
H -1.509 0.063 -1.757 -1.73 -0.55 0.15 0.1244
H 1.468 0.228 -1.887 -1.50 -0.24 -0.65 0.1500
H -1.725 4.351 -1.199 -0.29 -0.16 0.22 0.1429
H -0.846 -2.336 2.610 -0.39 1.33 -0.33 0.1358
H 2.487 -0.406 1.638 0.96 0.48 0.57 0.0968
H -2.982 2.066 -1.670 1.36 0.13 1.37 0.1592
H -0.785 2.766 1.251 1.19 -1.33 -0.13 0.0250
H -1.191 3.653 2.718 -0.46 -0.13 -2.17 0.1523
```
Positions in Å, forces in eV/Å.

* energy relative to the best compared isomer or geometry (same formula, charge and spin): 120.4 kcal per mole
* E_HOMO: -8.58 eV
* strongest force on any atom: 0.0865 Eh/bohr
* charge: 0
* gap between HOMO and LUMO: 8.96 eV
* SMILES: NC(=O)CCN(O)[C@H]1CCC(=O)O[C@@H](C(N)=O)CCNC1=O
* LUMO energy: 0.378 eV


Entry 3:
The following is a DFT calculation (ωB97M-V/def2-TZVPD) of a molecular structure, C5H8AlLiO3 in a non-equilibrium geometry.

The geometry in XYZ format:
```
18
Properties=species:S:1:pos:R:3:forces:R:3:lowdin_charge:R:1
Al -0.022 1.659 1.603 -0.14 -0.65 -0.85 1.5041
O -0.428 -0.738 -1.293 0.38 0.91 1.21 0.1232
O 0.536 -0.079 0.642 -0.12 1.57 1.15 -0.0672
O -0.971 1.146 -0.181 3.57 -0.20 4.44 0.0623
C -2.150 1.900 -2.299 -0.89 0.21 -0.17 0.1451
C 1.378 -1.263 0.784 1.47 -1.88 0.32 -0.1159
C -3.027 1.710 -1.484 -0.47 1.35 -1.03 0.1275
C -0.285 0.033 -0.376 -1.10 -1.51 -2.27 -0.5686
C 2.243 -1.065 1.999 -0.11 0.30 0.04 -0.0145
Li -0.537 -2.198 -2.413 -0.12 -0.52 -0.57 0.9142
H 2.879 -0.177 1.891 0.09 -0.24 -0.04 0.1090
H -1.644 1.380 -0.882 -2.23 1.03 -2.16 -0.0279
H 2.888 -1.946 2.109 -0.08 0.23 0.09 0.1334
H -3.810 1.940 -0.769 0.02 -0.66 -0.25 0.1269
H -1.352 2.146 -2.980 -0.23 -0.23 -0.09 0.1191
H 1.964 -1.354 -0.138 -0.13 0.23 0.17 0.1614
H 0.708 -2.125 0.882 -0.01 0.29 0.04 0.1623
H 1.633 -0.966 2.906 0.10 -0.21 -0.03 0.1055
```
Positions in Å, forces in eV/Å.

* energy relative to the best compared isomer or geometry (same formula, charge and spin): 0.0 kcal per mole
* E_HOMO (alpha / beta): -22.31 / -22.30 eV
* strongest force on any atom: 0.1108 Eh/bohr
* charge: +3
* multiplicity: 2
* <S²>: 0.7510
* gap between HOMO and LUMO (alpha / beta): 8.92 / 5.40 eV
* LUMO energy (alpha / beta): -13.394 / -16.901 eV